Formula: C6H13NO4
Source: the Open Molecules 2025 dataset
Level of theory: ωB97M-V/def2-TZVPD

SMILES string: C/C(O)=[N+](/[O-])O.CC(C)=CO
Frontier orbital gap: 8.666 eV

Structure (ORCA input):
```
! wB97M-V def2-TZVPD RIJCOSX def2/J DEFGRID3
* xyz 0 1
C 2.9697 1.1765 -1.3944
C 2.5143 0.6022 -0.0471
O 1.7253 1.4279 0.6288
N 2.6803 -0.6281 0.4341
O 2.1542 -1.1947 1.4415
O 3.7638 -1.3116 -0.2648
H 2.3285 0.9377 -2.1910
H 3.9490 0.6501 -1.5142
H 3.1622 2.1570 -1.3568
H 1.3798 0.9639 1.4990
H 3.9068 -2.0360 0.2554
C -1.1716 -1.3103 1.3969
C -1.5795 -0.4881 0.1699
C -2.8027 0.3670 0.2979
C -0.8481 -0.5682 -0.9349
O 0.2641 -1.2164 -1.0494
H -0.4167 -0.9637 2.0372
H -0.8195 -2.3587 1.0508
H -2.0708 -1.3476 1.9936
H -3.5809 -0.3273 0.6126
H -3.0216 0.7193 -0.6759
H -2.9684 1.2574 0.9479
H -1.1288 0.0446 -1.7769
H 0.5323 -1.6647 -0.2271
*
```

---

Formula: C6H13NO4
Source: the Open Molecules 2025 dataset
Level of theory: ωB97M-V/def2-TZVPD

Frontier orbital gap: 9.707 eV

Structure (ORCA input):
```
! wB97M-V def2-TZVPD RIJCOSX def2/J DEFGRID3
* xyz 0 1
C 1.2570 -0.4197 -0.7161
C 0.8378 -1.5949 0.3513
C -1.2334 -0.9433 1.0436
C -1.6849 0.1913 0.0270
C -0.6072 1.1762 -0.4661
C 0.8433 0.9559 -0.2844
H 3.0668 -1.2489 -0.6495
H 0.9773 -0.6701 -1.7169
H 1.1247 -1.1438 1.2592
H 1.6453 -2.4636 0.2801
H -0.8684 -2.3515 -0.3681
H -0.5964 -0.6194 1.8986
H -2.1444 -1.4601 1.5555
H -2.5108 0.6249 0.4717
H -3.2803 -0.5259 -1.5128
H -0.8073 1.1424 -1.5398
H -0.7377 1.9895 1.4038
H 1.3203 1.6221 -1.0194
H 2.3265 1.0238 0.9986
N -0.5212 -2.1522 0.5813
O 2.7198 -0.3381 -0.6410
O -2.1299 -0.6561 -1.1340
O -0.9758 2.4586 0.1858
O 1.3431 1.4047 0.9815
*
```

---

Formula: C6H13NO5
Source: the Open Molecules 2025 dataset
Level of theory: ωB97M-V/def2-TZVPD

SMILES string: CCOCCO[C@@](C)(O)[N+](=O)[O-]
Frontier orbital gap: 9.817 eV

Structure (ORCA input):
```
! wB97M-V def2-TZVPD RIJCOSX def2/J DEFGRID3
* xyz 0 1
C -1.0499 0.8052 -1.9443
C -0.4858 1.6942 -0.8271
O 0.2398 1.1940 0.2932
C 1.4470 0.5294 -0.0548
C 1.3903 -0.9325 -0.4019
O 1.3830 -1.8292 0.7763
C 0.1426 -2.0505 1.3745
C -0.2747 -0.8579 2.7071
O -0.8638 -2.3361 0.4879
N 0.3178 -3.2033 2.2648
O -0.6957 -3.9027 2.3263
O 1.3156 -3.3964 2.9322
H -1.7379 1.3974 -2.5605
H -0.3133 0.4835 -2.5899
H -1.3563 -0.1585 -1.6081
H -1.2207 2.1086 -0.1341
H 0.1564 2.5335 -1.4129
H 1.9008 1.2525 -0.8025
H 2.0910 0.6641 0.7089
H 2.3640 -1.3553 -0.8992
H 0.3853 -0.9894 -0.9335
H 0.5939 -1.0418 3.3384
H -0.0560 0.1012 2.2238
H -1.2554 -1.3491 2.8941
H -1.0799 -3.2218 0.7375
*
```

---

Formula: C6H13NS
Source: the Open Molecules 2025 dataset
Level of theory: ωB97M-V/def2-TZVPD

SMILES string: CCN(C)[C@H](C)C=S
Frontier orbital gap: 8.331 eV

Structure (ORCA input):
```
! wB97M-V def2-TZVPD RIJCOSX def2/J DEFGRID3
* xyz 0 1
C -1.6744 1.0645 1.3751
C -0.6366 1.1106 0.2696
N -0.2187 -0.2214 0.0314
C -1.4375 -0.9125 -0.7392
C 0.9727 -0.5128 -0.4898
C 1.8813 -1.0074 0.6568
C 1.5118 0.4366 -1.5275
S 2.8043 1.3205 -1.5124
H -2.5263 0.3425 1.0933
H -2.0572 2.2088 1.6748
H -1.0043 0.7552 2.3012
H 0.3050 1.4957 0.5657
H -1.1266 1.5428 -0.6346
H -1.0708 -1.9720 -0.9249
H -1.5078 -0.5401 -1.8097
H -2.3829 -0.9167 0.0033
H 0.9170 -1.5352 -1.0354
H 2.4755 -0.1245 1.2020
H 1.1241 -1.5954 1.3139
H 2.8682 -1.7349 0.4041
H 0.7832 0.7956 -2.2178
*
```

---

Formula: C6H13NaO3
Source: the Open Molecules 2025 dataset
Level of theory: ωB97M-V/def2-TZVPD

Expectation value of S²: 0.75
Frontier orbital gap (alpha / beta): 9.327 / 6.802 eV

Structure (ORCA input):
```
! wB97M-V def2-TZVPD RIJCOSX def2/J DEFGRID3
* xyz 1 2
C 0.0233 2.3416 -1.7504
C -1.1856 2.1288 -1.2326
C -1.6549 0.8202 -0.6697
C -2.3304 0.9642 0.6830
O -1.8131 -0.0519 1.5392
Na -0.7348 -1.8404 0.7513
H 0.8194 1.5962 -1.6697
H -1.9033 2.9551 -1.1851
H 0.3007 3.3161 -2.1562
H -0.7961 0.1358 -0.5735
H -2.3868 0.3756 -1.3672
H -3.4214 0.8582 0.5858
H -2.1142 1.9531 1.1153
O 1.5453 -1.7878 1.0234
C 2.4470 -0.8645 0.6392
C 3.0225 -1.0174 -0.7557
O 3.7073 0.1857 -1.0301
H -1.6859 0.2934 2.4435
H 3.2616 -0.8463 1.4047
H 1.9982 0.1477 0.7828
H 2.2070 -1.1895 -1.4775
H 3.6990 -1.8876 -0.7796
H 3.9395 0.2214 -1.9616
*
```

---

Formula: C6H13O
Source: the Open Molecules 2025 dataset
Level of theory: ωB97M-V/def2-TZVPD

SMILES string: CC[C@H](C)CC[O-]
Frontier orbital gap: 5.682 eV

Structure (ORCA input):
```
! wB97M-V def2-TZVPD RIJCOSX def2/J DEFGRID3
* xyz -1 1
C -2.3184 1.0325 0.4897
C -1.1212 0.1635 0.9282
C 0.0344 0.1269 -0.0927
C -0.4260 -0.4880 -1.4675
C 1.2144 -0.5883 0.4443
C 2.5776 -0.3964 -0.1287
O 3.5086 -0.7090 0.7770
H -2.2194 0.9881 -0.6403
H -2.1765 2.1176 0.6407
H -3.2726 0.6983 0.6778
H -0.7994 0.5254 1.8964
H -1.4902 -0.9347 1.1797
H 0.3106 1.1613 -0.1969
H 0.3195 -1.1667 -1.6092
H -1.3696 -0.8604 -1.2514
H -0.3326 0.3041 -2.1692
H 1.0553 -1.6692 0.5319
H 1.3574 -0.2267 1.4054
H 2.7637 0.7674 -0.2639
H 2.3846 -0.8458 -1.1514
*
```

---

Formula: C6H13O
Source: the Open Molecules 2025 dataset
Level of theory: ωB97M-V/def2-TZVPD

SMILES string: CC[C@H](C)CC[O-]
Frontier orbital gap: 5.753 eV

Structure (ORCA input):
```
! wB97M-V def2-TZVPD RIJCOSX def2/J DEFGRID3
* xyz -1 1
C -0.4215 2.5733 0.1341
C -0.7167 1.1641 0.6653
C 0.1247 0.0966 -0.0656
C -0.3570 -0.1645 -1.4824
C 0.0956 -1.2232 0.7055
C 1.1507 -2.3109 0.3157
O 1.4100 -3.1703 1.2941
H 0.5943 2.7911 0.4733
H -1.1141 3.3181 0.5207
H -0.3410 2.5808 -0.9536
H -0.5849 1.1357 1.7398
H -1.7495 0.8277 0.4814
H 1.1770 0.3942 -0.0495
H 0.3868 -0.7570 -1.9896
H -1.3162 -0.6672 -1.3971
H -0.4928 0.7693 -2.0426
H -0.8884 -1.6755 0.6351
H 0.2465 -1.1614 1.7943
H 2.0024 -1.6980 -0.1439
H 0.7941 -2.8228 -0.6348
*
```

---

Formula: C6H13O
Source: the Open Molecules 2025 dataset
Level of theory: ωB97M-V/def2-TZVPD

Expectation value of S²: 0.76
Frontier orbital gap (alpha / beta): 10.781 / 8.150 eV

Structure (ORCA input):
```
! wB97M-V def2-TZVPD RIJCOSX def2/J DEFGRID3
* xyz 0 2
C -1.9390 -0.7987 -0.1210
O -1.8365 -0.9111 1.1478
C -1.2491 0.5033 -1.0177
C 0.2324 0.2303 -1.1060
C 0.9991 -0.0004 0.2268
C 2.4620 -0.3311 -0.0751
C 0.8878 1.2485 1.1133
H -2.9673 -0.4393 -0.4093
H -1.6426 -1.6227 -0.7821
H -1.6248 0.3168 -2.0175
H -1.4623 1.4777 -0.5918
H 0.7693 0.9583 -1.7367
H 0.4208 -0.6310 -1.7549
H 0.4794 -0.8502 0.6771
H 2.4945 -1.0638 -0.9008
H 2.8610 -1.0048 0.6895
H 2.9890 0.5816 -0.3115
H 1.8355 1.5301 1.5756
H 0.1145 1.1179 1.8688
H 0.7538 2.1538 0.5026
*
```

---

Q: Which ΔE to the lowest compared entry with this formula, charge and spin values were calculated for the entries above? A: 112.8 118.8 136.4 100.5 10.8 38.0 5.9 17.1, in kcal/mol.